# 1
ORCA calculation (wB97M-V/def2-TZVPD) on a 2-piece molecular cluster, C4H14NOS2 overall.

Values from the calculation:
- DFT total energy: -29580.555 eV
- Multiplicity: 2
- Highest occupied orbital energy (alpha / beta): -0.1595 / -0.2676 hartree
- Energy relative to the best compared isomer or geometry (same formula, charge and spin): 0.0 kcal/mol
- HOMO-LUMO gap (alpha / beta): 4.40 / 7.30 eV

Geometry (Å):
S 0.925 -1.715 0.725
S 2.398 -0.153 -0.035
O -2.160 0.401 3.008
N -0.272 0.865 0.866
C -1.124 0.060 -0.076
C -0.480 -1.291 -0.374
C 3.538 -0.560 -1.441
C -1.292 0.948 -1.331
H 0.647 1.150 0.477
H -0.069 -1.286 -1.383
H -0.061 0.440 1.764
H -1.242 -2.052 -0.237
H -1.577 0.247 -2.122
H -0.777 1.730 1.032
H 3.376 0.241 -2.160
H -2.186 1.537 -1.196
H 4.553 -0.455 -1.051
H -3.067 0.567 3.301
H 3.476 -1.580 -1.824
H -2.093 0.031 0.390
H -2.161 -0.524 3.298
H -0.353 1.400 -1.632

Atomic partial charges in e from the natural (NBO) method, atoms 1 to 2: atom 1 (S): -0.22, atom 2 (S): -0.35

---

# 2
ORCA calculation (wB97M-V/def2-TZVPD) on a 2-piece molecular cluster, C3H9OP overall.

Values from the calculation:
- DFT total energy: -14588.662 eV
- Highest occupied orbital energy (alpha / beta): -0.2818 / -0.2945 hartree
- Energy relative to the best compared isomer or geometry (same formula, charge and spin): 113.6 kcal/mol
- HOMO-LUMO gap (alpha / beta): 6.90 / 7.27 eV

Geometry (Å):
P -0.299 -0.136 0.295
O 2.433 -0.371 1.004
C -0.390 -0.759 -1.324
C -1.578 -0.567 1.183
C 0.397 1.676 0.160
H 0.347 1.912 -0.916
H 2.898 -1.161 0.648
H 1.438 1.484 0.257
H -2.386 -1.234 0.900
H 0.053 -0.053 -2.033
H -1.690 -0.317 2.145
H -0.203 2.383 0.752
H 0.333 -1.616 -1.522
H -1.353 -1.238 -1.550

Atomic partial charges in e from the natural (NBO) method, atoms 1 to 2: atom 1 (P): 1.48, atom 2 (O): -1.14

---

# 3
ORCA calculation (wB97M-V/def2-TZVPD) on an isolated ion of composition CClN4 and charge -1.

Values from the calculation:
- DFT total energy: -19516.252 eV
- Highest occupied orbital energy: -0.1327 hartree
- Energy relative to the best compared isomer or geometry (same formula, charge and spin): 95.5 kcal/mol
- Charge: -1
- HOMO-LUMO gap: 7.84 eV

Geometry (Å):
Cl -2.787 -0.220 -0.064
N 1.980 -1.117 -0.128
N 0.853 0.882 -0.035
N 1.301 -0.240 0.009
N -0.455 0.987 0.019
C -0.892 -0.292 0.199

Atomic partial charges in e from the natural (NBO) method, atoms 1 to 2: atom 1 (Cl): -0.31, atom 2 (N): -0.15

---

# 4
ORCA calculation (wB97M-V/def2-TZVPD) on C24H30N10O3STi as an isolated structure.

Values from the calculation:
- DFT total energy: -80354.481 eV
- Highest occupied orbital energy (alpha / beta): -0.4409 / -0.4444 hartree
- Energy relative to the best compared isomer or geometry (same formula, charge and spin): 22.3 kcal/mol
- Charge: +2
- HOMO-LUMO gap (alpha / beta): 6.58 / 6.56 eV

Geometry (Å):
Ti -1.067 0.033 1.146
S 1.568 -1.023 -0.611
O -3.845 1.497 1.346
O -1.719 0.115 3.096
O -2.561 0.280 -0.069
N 0.071 4.282 -3.007
N -0.477 3.795 1.865
N 0.681 0.153 0.065
N 0.098 2.396 -1.874
N -0.885 -2.150 1.446
N -2.787 1.340 0.709
N -0.607 -1.322 4.425
N -2.769 3.924 1.697
N -1.599 2.042 0.897
N 0.719 3.106 1.645
C 0.182 -3.735 -3.224
C -1.225 -4.366 0.620
C -1.615 -0.486 4.191
C 5.129 0.504 -1.582
C -0.099 -2.648 2.421
C 2.620 0.319 -2.797
C 4.092 -0.134 -0.919
C 4.915 1.042 -2.844
C -1.650 3.224 1.503
C 2.849 -0.211 -1.534
C -0.393 -4.872 1.605
C 0.958 -3.075 -2.283
C -0.541 -1.172 -2.393
C -1.314 -1.846 -3.327
C -1.213 3.805 -3.033
C 3.667 0.949 -3.450
C 0.174 -3.997 2.525
C 0.587 -1.798 -1.885
C -1.180 2.641 -2.327
C -2.635 -0.282 5.261
C 0.822 3.404 -2.304
C -0.954 -3.123 -3.740
C 0.415 -1.652 3.435
C -1.447 -3.003 0.575
H 0.553 0.961 -0.576
H 6.105 0.567 -1.121
H 1.841 -3.547 -1.868
H 0.760 -0.731 2.946
H -1.559 -3.642 -4.471
H -0.192 -5.933 1.666
H 4.249 -0.572 0.058
H -0.572 -1.781 5.322
H -1.696 -5.011 -0.107
H 1.272 -2.060 3.968
H 1.648 0.238 -3.266
H -3.646 3.424 1.610
H -1.996 1.973 -2.113
H 1.103 3.325 0.731
H -2.196 -1.371 -3.735
H -3.077 0.705 5.152
H 0.461 -4.727 -3.551
H -0.455 4.804 1.920
H 1.882 3.531 -2.157
H -2.214 -0.400 6.257
H 0.820 -4.363 3.310
H 0.403 5.120 -3.455
H -2.008 4.319 -3.541
H -2.081 -2.560 -0.184
H -2.747 4.725 2.307
H 3.513 1.356 -4.439
H -0.813 -0.178 -2.064
H -3.427 -1.022 5.127
H 1.377 3.365 2.368
H 5.730 1.525 -3.366

Atomic partial charges in e from the natural (NBO) method, atoms 1 to 2: atom 1 (Ti): 1.48, atom 2 (S): 1.11

---

# 5
ORCA calculation (wB97M-V/def2-TZVPD) on one molecule with the formula C5H10N2S.

Values from the calculation:
- DFT total energy: -19160.277 eV
- Highest occupied orbital energy: -0.3037 hartree
- SMILES string: CNCC(=S)N1CC1
- Energy relative to the best compared isomer or geometry (same formula, charge and spin): 60.6 kcal/mol
- HOMO-LUMO gap: 8.72 eV

Geometry (Å):
S 1.779 -0.711 -0.119
N -1.526 -0.252 -1.343
N -0.044 0.287 1.442
C -0.850 -1.208 -0.439
C 0.236 -0.451 0.319
C 0.486 1.548 1.807
C -0.678 0.028 -2.520
C -0.949 1.408 1.596
H -1.472 1.811 0.739
H -0.374 -0.810 -3.113
H -0.340 -1.977 -1.009
H -1.489 -1.573 0.415
H -2.490 -0.631 -1.565
H 1.177 2.093 1.054
H -1.259 0.755 -3.086
H -1.619 1.402 2.516
H 0.189 0.506 -2.198
H 0.749 1.610 2.889

Atomic partial charges in e from the natural (NBO) method, atoms 1 to 2: atom 1 (S): -0.10, atom 2 (N): -0.63

---

# 6
ORCA calculation (wB97M-V/def2-TZVPD) on one molecule with the formula C9H13N3O3S.

Values from the calculation:
- DFT total energy: -30982.583 eV
- Highest occupied orbital energy: -0.3187 hartree
- SMILES string: COCCCNC=C1C(=O)NC(=S)NC1=O
- Energy relative to the best compared isomer or geometry (same formula, charge and spin): 164.5 kcal/mol
- HOMO-LUMO gap: 7.68 eV

Geometry (Å):
S 2.892 3.239 -4.667
O 1.273 2.637 0.114
O 0.587 -2.850 2.259
O -1.092 0.203 -3.558
N -0.878 0.938 0.465
N 1.807 2.687 -2.235
N 0.920 1.694 -3.826
C -0.786 -0.626 2.476
C -0.021 1.003 -3.130
C -0.815 0.672 -0.747
C -1.720 0.247 1.455
C 1.683 2.639 -3.494
C 0.937 2.291 -1.322
C 0.210 -3.660 3.189
C -0.082 1.230 -1.858
C -0.239 -1.956 1.554
H 2.527 3.494 -1.890
H -0.116 1.401 0.743
H 0.141 -0.215 2.760
H -2.393 0.989 2.064
H -1.097 -2.640 1.171
H 0.762 1.420 -5.011
H -1.497 -0.090 -1.410
H -0.092 -3.018 3.958
H -2.302 -0.501 0.787
H 0.443 -1.483 0.741
H 0.837 -4.285 3.452
H -1.209 -1.185 3.068
H -0.679 -4.275 2.893

Atomic partial charges in e from the natural (NBO) method, atoms 1 to 2: atom 1 (S): -0.30, atom 2 (O): -0.74